(1)
ORCA calculation (ωB97M-V/def2-TZVPD) on a structure of composition C16H7I2N2O6Rh at a distorted geometry.

Summary:
E_HOMO (alpha / beta), eV: -8.0 / -8.0
Kohn-Sham gap (alpha / beta), eV: 5.292 / 5.297
Calculated total energy, eV: -51180.1778
F_max, eV/A: 3.9
Total charge: 0
LUMO (alpha / beta), eV: -2.662 / -2.656

Atoms and positions in Å:
C 3.28 -0.03 -2.92
C 2.29 -0.03 -3.92
I 4.26 -0.03 -0.02
O -0.85 3.45 2.12
C 0.90 -0.03 -3.62
C -0.81 -1.23 4.07
H -2.27 -0.03 -4.86
H -2.75 -0.03 -2.41
H -0.71 2.15 4.53
H 4.32 -0.03 -3.18
C -0.98 1.14 2.69
O -0.68 -0.05 6.11
C -0.99 2.33 1.71
C -0.77 -0.01 4.78
C -0.82 1.19 4.06
C 1.52 -0.02 -1.21
H -0.69 -2.17 4.57
C -0.98 -1.18 2.70
Rh -1.03 -0.03 0.13
C -0.12 -0.03 -4.57
H -0.69 0.84 6.49
I 2.97 -0.03 -5.90
O 1.22 -0.02 0.02
N -1.11 -0.03 2.04
C -1.47 -0.03 -4.13
O -1.14 -1.99 0.51
C -0.97 -2.38 1.72
H 0.10 -0.03 -5.63
O -1.14 1.93 0.50
C -1.74 -0.03 -2.80
C 0.54 -0.03 -2.25
C 2.90 -0.03 -1.61
N -0.77 -0.03 -1.85
O -0.82 -3.50 2.14

=====

(2)
ORCA calculation (ωB97M-V/def2-TZVPD) on a cluster of 29 separate species, C16H90N26O29 in total at a distorted geometry.

Summary:
E_HOMO, eV: -9.5
Kohn-Sham gap, eV: 9.501
Calculated total energy, eV: -116190.7882
F_max, eV/A: 3.8
Total charge: 0
LUMO, eV: 0.004

Atoms and positions in Å:
H -5.11 8.76 27.10
H -1.10 9.10 20.93
O 2.75 10.69 15.31
H -0.61 5.19 26.14
H 0.78 10.26 26.13
O -4.41 4.72 20.56
H 0.78 8.15 27.36
H -5.21 7.16 26.41
C 0.37 8.75 19.59
H 1.53 5.23 27.49
O 2.18 4.50 20.93
H -3.35 16.34 20.38
O -1.58 11.44 18.68
N 1.10 12.33 21.28
H -1.67 10.87 22.38
H -3.83 12.95 25.77
O -4.18 8.44 18.42
N -5.24 8.15 26.27
H -1.44 10.98 27.39
H 4.15 9.90 21.89
H 2.85 8.17 24.32
H -4.40 10.48 24.11
H -4.26 6.97 20.04
H -6.01 12.34 22.88
C -5.30 5.49 20.84
N -3.47 13.53 17.93
O -2.21 10.86 21.59
H -2.24 11.15 19.33
C -6.61 4.91 26.46
H -3.26 5.96 28.33
C -3.39 11.49 27.34
H 0.80 6.77 19.00
H -2.28 5.28 26.12
H 3.62 5.95 23.25
C 0.93 4.49 21.06
H 2.36 6.90 25.07
O -7.43 7.57 22.15
H -4.43 8.56 22.16
O -4.88 7.80 24.06
N 0.88 7.74 18.75
H -0.86 6.58 24.29
H -5.29 9.81 21.91
H -2.63 14.58 22.22
H -3.39 8.62 17.87
C -7.62 11.15 23.25
H -0.58 4.83 22.40
N -6.50 11.53 22.50
H 1.19 8.53 29.99
H -6.50 4.11 21.54
N -2.48 6.56 28.43
O -5.28 5.25 26.69
H -2.36 10.34 28.68
C -0.62 9.31 30.26
H -3.01 10.32 21.78
C 2.61 4.58 25.85
O -3.53 14.73 19.82
H -4.01 5.95 24.07
H 3.19 5.14 27.75
H -0.65 11.37 30.16
O -4.52 11.12 27.74
H 0.86 10.55 30.20
O 0.11 11.60 23.18
O 1.79 4.87 24.93
H -2.34 7.20 29.26
O 0.31 11.14 25.96
H -4.85 15.70 24.81
N 0.10 4.66 19.99
O -4.80 13.40 24.19
H -5.74 14.83 17.52
H -4.76 5.08 25.93
H -0.83 10.90 19.04
H -0.76 8.20 25.00
H -4.08 9.05 19.13
N -2.22 11.05 27.96
H -2.87 5.21 21.52
H 4.04 4.23 24.51
H -3.88 4.61 23.45
C 0.73 12.44 22.58
H 1.79 14.22 22.62
N 1.19 11.54 16.68
O -4.44 9.40 21.59
H -4.73 10.49 25.70
H -2.29 6.29 22.50
H -3.60 13.58 16.93
O -0.18 6.50 28.29
C -1.33 6.17 27.83
H -6.64 11.51 21.45
H 0.47 4.49 19.07
O 0.76 9.92 19.47
H -5.70 15.62 18.97
N -5.24 14.99 18.41
C 2.37 10.88 16.44
H -8.45 11.32 25.03
N -0.62 8.39 20.39
H -2.48 17.54 20.59
H 3.78 4.85 22.24
N -3.12 12.37 26.32
H -7.09 5.39 25.60
O 1.40 8.88 27.07
H -0.02 7.47 29.94
H -0.86 4.34 20.10
H -7.35 12.50 24.77
H -0.05 7.86 23.39
N 1.13 13.62 23.14
H 0.17 11.07 25.01
O -1.79 8.99 30.05
O -2.03 5.62 21.81
H 0.68 11.41 17.57
O -3.31 17.18 20.87
H 4.60 3.94 26.12
N -0.10 10.54 30.46
H -3.08 13.07 22.43
O -8.31 10.28 22.76
O 2.49 8.92 22.62
H -3.73 16.27 23.59
H 6.33 6.35 26.93
O 2.91 7.70 25.23
N -4.22 15.59 24.05
H 1.97 8.49 26.44
H 2.65 10.74 18.46
N -3.14 13.97 22.84
C -4.13 14.29 23.68
N 3.02 10.43 17.55
N -1.40 5.38 26.69
H 1.67 8.01 18.22
H -0.88 7.39 20.59
H -5.85 7.42 20.58
H 1.28 13.19 20.74
H 1.83 9.50 22.32
N 0.33 8.29 30.42
C -4.96 8.60 25.03
H -7.98 8.35 22.09
H 5.26 6.89 26.06
N 3.76 4.00 25.48
N -7.89 11.79 24.38
O 5.39 6.46 26.92
C -4.02 14.45 18.74
H 0.59 11.59 15.85
H 3.97 10.15 17.51
H -7.10 5.77 21.77
H 3.16 9.13 20.57
H 0.88 4.19 23.06
H -2.67 13.08 18.32
O -3.57 5.11 24.22
O -2.15 7.90 23.29
C -0.95 7.64 24.03
N -5.04 6.81 20.66
H 4.11 8.10 21.55
H -6.60 3.82 26.51
O 4.29 5.29 22.91
N 0.30 4.34 22.25
N -4.81 9.94 24.87
N -6.52 5.08 21.31
H 1.00 13.59 24.13
H -2.12 12.69 26.26
H -6.75 7.69 22.86
N 2.44 4.85 27.20
C 3.54 9.06 21.64
H -7.22 5.10 27.33
H 0.66 11.62 20.73
H -2.91 8.02 23.84

=====

(3)
ORCA calculation (ωB97M-V/def2-TZVPD) on a structure of composition C16H9AsF12N2NaO3S at a distorted geometry.

Summary:
E_HOMO (alpha / beta), eV: -3.1 / -3.2
Kohn-Sham gap (alpha / beta), eV: 7.175 / 7.170
Calculated total energy, eV: -134562.4495
Multiplicity: 2
F_max, eV/A: 4.7
Total charge: -2
LUMO (alpha / beta), eV: 4.028 / 4.015

Atoms and positions in Å:
C -0.57 4.22 -4.94
H 0.28 -3.54 1.05
H 2.06 0.38 -0.37
F -0.91 4.70 -7.25
C 0.26 -3.20 2.08
C -0.22 0.48 -1.00
O -1.23 -0.98 0.70
F 4.96 -0.72 0.69
F 0.43 6.03 -6.17
H -2.40 1.73 -3.48
F 3.29 -1.76 3.74
N 0.44 -1.87 2.24
N -0.35 -5.12 6.45
C 0.59 4.11 -4.16
H 1.60 3.08 -2.57
S -2.39 -1.56 1.39
H -2.56 3.43 -5.27
F 2.51 -0.92 1.44
C -0.69 5.26 -6.03
F 5.74 -1.56 2.99
As 4.13 -1.24 2.22
C -1.65 3.36 -4.68
O -2.32 -3.02 1.51
H 0.57 -0.32 3.59
F -1.72 6.12 -5.82
F -4.07 0.12 0.06
C 0.68 3.15 -3.15
O -2.70 -0.89 2.66
F -5.04 -1.70 0.79
C 0.05 -4.07 3.13
F 4.08 -2.95 1.61
H 1.44 4.77 -4.35
C -1.56 2.40 -3.67
F 4.17 0.47 2.82
Na 0.76 -0.57 0.59
C 0.22 -2.18 4.62
H -0.09 -5.13 2.94
C -0.30 1.30 -1.86
C -3.86 -1.22 0.28
C 0.42 -1.39 3.50
C 0.03 -3.55 4.42
C -0.18 -4.42 5.54
F -3.73 -1.79 -0.96
H 0.21 -1.74 5.61
C -0.39 2.29 -2.90